1.
C5H35N2O11 | ωB97M-V/def2-TZVPD

Properties
Relative energy (zero: lowest compared OMol25 entry of this formula, charge and spin), kcal/mol: 0.0
Charge: +1
Kohn-Sham gap, eV: 10.144
E_HOMO, eV: -12.53

```
53
C5H35N2O11 | the OMol25 dataset | ωB97M-V/def2-TZVPD
N 0.89393 0.44535 -0.94677
C 0.63920 -0.84187 -0.22385
C 1.98186 -1.57343 -0.14845
O 2.62156 -1.53232 -1.41473
C -0.01872 -0.56305 1.11245
N -1.39924 -0.08073 0.94645
C -2.05993 0.19708 2.22748
C -1.59365 1.49885 2.88546
H 1.50891 0.26372 -1.74242
H 0.02221 0.82103 -1.31773
H 1.34042 1.13959 -0.33151
H -0.04205 -1.42185 -0.83373
H 2.70876 -1.12449 0.53373
H 1.86685 -2.60435 0.17608
H 2.10013 -1.95617 -2.13993
H -0.05119 -1.51675 1.65264
H 0.62800 0.07612 1.73676
H -1.39801 0.76579 0.38213
H -1.88129 -0.61854 2.93072
H -3.13803 0.23784 2.04995
H -2.09137 1.63234 3.85030
H -0.51306 1.50286 3.04882
H -1.87354 2.36567 2.28471
H -0.30483 -4.84341 1.20385
H -0.56543 -3.93374 -0.03816
O -0.24584 -3.93459 0.89018
H 2.21562 4.91151 0.28409
H 2.17502 3.37076 0.34919
O 1.76791 4.14876 -0.08632
H -1.92599 -3.11237 -1.45413
H -1.69984 -4.52916 -2.10682
O -1.24578 -3.79735 -1.68844
H 0.00828 -1.45949 -3.23891
H 0.02618 -2.95313 -2.77539
O 0.59214 -2.22788 -3.12952
H -1.78892 0.72622 -2.57988
H -2.09314 -0.72938 -2.08770
O -1.43056 -0.18013 -2.54126
H 1.15327 3.47875 -1.54517
H 0.83492 3.44367 -3.06635
O 0.70938 2.95410 -2.25256
H 2.57053 1.58041 1.85354
H 3.62407 1.66066 0.70527
O 2.69434 1.80241 0.89502
H -0.97219 2.76603 -1.76717
H -2.50129 2.90781 -1.33787
O -1.76549 2.28532 -1.44970
H -3.82235 -1.82294 -0.68232
H -2.45233 -1.32623 -0.06088
O -2.88608 -1.74431 -0.86488
H 2.35425 0.36093 3.98107
H 2.28797 1.85869 4.28959
O 2.43441 1.22538 3.58308
```

=====

2.
C5H35N2O12 | ωB97M-V/def2-TZVPD

Properties
Relative energy (zero: lowest compared OMol25 entry of this formula, charge and spin), kcal/mol: 69.0
Charge: -1
Kohn-Sham gap, eV: 8.991
E_HOMO, eV: -6.27

```
54
C5H35N2O12 | the OMol25 dataset | ωB97M-V/def2-TZVPD
C 2.83368 -1.83916 -1.68331
N 2.65074 -1.18245 -2.98290
C 1.50185 -1.68375 -0.89611
C 1.06136 -3.05494 -0.33056
C -0.22354 -2.95363 0.48074
N 1.68926 -0.70482 0.21000
C 1.40309 0.66918 -0.26213
O 0.16278 0.78486 -0.91764
H 3.27880 -2.82114 -1.84054
H 3.71504 -1.34663 -1.18550
H 1.87382 -1.59761 -3.51888
H 2.38440 -0.21223 -2.95493
H 0.71745 -1.20717 -1.52226
H 1.05375 -3.76750 -1.16721
H 1.93387 -3.36764 0.25118
H -0.76204 -1.99313 0.43392
H -0.85611 -3.74791 0.13130
H -0.04428 -3.21755 1.52853
H 0.99552 -0.84587 0.96220
H 2.14947 1.15711 -0.92854
H 1.33469 1.29620 0.66191
H 3.99195 -0.88599 2.29489
H 2.65695 -1.43459 1.69422
O 3.22050 -1.42127 2.49163
H -2.34856 0.38272 -1.97053
H -0.62794 3.71877 -0.81942
O -2.19063 -0.12006 -1.14765
H -0.02388 2.22843 -0.95480
H -1.21175 -0.09044 -1.09574
O 0.13110 3.24164 -1.16984
H -0.60429 3.02371 1.33301
H 0.23430 2.86947 2.65642
O -0.32186 3.46024 2.14030
H -3.46186 -0.23322 -0.05484
H -4.44396 0.92748 0.49096
O -4.33236 -0.01703 0.35924
H -2.72177 2.56555 3.04366
H -3.35705 1.14760 2.34661
O -3.15624 1.71785 3.08229
H -1.45184 2.81705 -2.39027
H -0.50236 1.88466 -2.87783
O -1.36972 2.24751 -3.16593
H -1.65132 -0.53858 3.71929
H -0.72014 -0.13176 2.57476
O -0.76012 -0.65975 3.38126
H -2.22479 0.55919 0.61702
H -0.73495 0.93432 0.78191
O -1.64513 1.03977 1.19778
H 1.82730 3.81382 2.15735
H 2.72011 3.09506 1.02535
O 2.31032 3.01987 1.89890
H -2.63358 -2.73735 -3.09956
H -1.74382 -2.02370 -2.19042
O -1.70620 -2.76517 -2.81927
```

=====

3.
C5H35N2O12 | ωB97M-V/def2-TZVPD

Properties
Relative energy (zero: lowest compared OMol25 entry of this formula, charge and spin), kcal/mol: 112.8
Charge: -1
Kohn-Sham gap, eV: 9.292
E_HOMO, eV: -6.59

```
54
C5H35N2O12 | the OMol25 dataset | ωB97M-V/def2-TZVPD
C -0.88578 -0.19268 -0.89362
O -0.81647 -1.57801 -0.81083
C -1.47399 0.37755 0.46033
C -1.78816 1.86810 0.37846
C -0.63089 2.55525 0.95354
C 1.32607 3.66169 -0.13683
N 0.41971 2.44194 -0.04237
N -2.62838 -0.52117 0.80822
H -1.54862 0.08442 -1.80594
H 0.17054 0.25047 -1.11571
H -0.68476 0.03834 1.17284
H -2.84521 2.02584 0.95218
H -2.07914 2.27635 -0.62957
H -0.27784 2.32658 2.01188
H -0.91097 3.69045 1.12907
H 2.19412 3.40712 -0.67585
H 0.67679 4.50648 -0.61813
H 1.65738 4.18046 0.80256
H 0.87714 1.63920 0.09744
H -3.52130 -0.04174 0.66427
H -2.72372 -1.40311 0.16599
H 1.57991 -1.08723 -1.54363
H 2.46748 -0.33415 -2.32746
O 2.24439 -1.27465 -2.20541
H -0.09457 2.66072 -3.03070
H -0.57145 2.16417 -1.70690
O -0.90433 2.48376 -2.55589
H 0.67683 -1.93827 -3.40570
H -0.48945 -1.78057 -2.44613
O -0.28636 -1.87525 -3.42625
H 1.41053 0.31232 3.68603
H 0.24101 0.34373 2.82085
O 0.84222 0.83994 3.16033
H 3.21251 -2.08472 -0.94468
H 3.23497 -1.90704 0.51306
O 3.69043 -2.36339 -0.18224
H 0.82994 -2.51597 3.20893
H 1.78852 -2.51523 2.15767
O 1.78192 -2.43750 3.15419
H -1.20692 1.21174 -3.77035
H -0.71401 -0.26790 -3.97622
O -1.12458 0.53669 -4.33631
H -2.24154 -2.96446 0.94509
H -1.69711 -2.89240 -0.33930
O -2.39261 -3.45546 0.11888
H 2.14864 0.62310 1.47869
H 1.59679 -0.79311 0.69192
O 2.01732 0.03778 0.68478
H -0.01028 -1.98843 0.02710
H 1.25288 -3.19361 0.62730
O 0.97505 -2.33203 0.71104
H -2.06293 -0.56995 3.49863
H -1.42196 -1.41592 2.51531
O -1.27976 -0.82023 3.32949
```

=====

4.
C5H35NO14 | ωB97M-V/def2-TZVPD

Properties
Relative energy (zero: lowest compared OMol25 entry of this formula, charge and spin), kcal/mol: 25.9
Kohn-Sham gap, eV: 9.086
E_HOMO, eV: -9.51

```
55
C5H35NO14 | the OMol25 dataset | ωB97M-V/def2-TZVPD
C -0.17847 1.41860 2.16371
N -0.49831 0.43472 1.13007
C 0.64242 -0.37774 0.66836
C 1.72555 0.46416 -0.04365
C 2.53888 -0.29210 -1.05870
O 2.51810 -0.01116 -2.23947
C 1.19602 -1.20934 1.83727
O 2.22463 -2.10229 1.41684
H -1.05890 2.04067 2.31746
H 0.70460 2.02828 1.93969
H 0.00068 0.92112 3.11532
H -0.89543 0.90753 0.32962
H 0.22596 -1.08089 -0.05767
H 2.42503 0.86325 0.69713
H 1.23599 1.28967 -0.56429
H 3.18158 -1.11445 -0.73237
H 0.39283 -1.79244 2.29594
H 1.66678 -0.54847 2.56671
H 1.88647 -2.66208 0.67443
H -3.70082 -2.27425 -0.16572
H -2.46528 -1.44097 -0.47020
O -2.78249 -2.17537 0.10329
H -0.14820 0.85473 -3.69318
H 1.23216 0.18211 -3.50642
O 0.38511 0.08927 -3.97720
H 2.25351 3.39583 0.28498
H 2.01334 4.37624 -0.86205
O 1.56131 3.78268 -0.25605
H -2.76303 2.25149 0.81775
H -3.17180 0.85152 1.36584
O -3.37311 1.51179 0.65503
H -1.54427 -0.19216 2.09141
H -2.64345 -1.20159 1.69559
O -2.46592 -0.45360 2.30470
H -0.17168 -1.38515 -3.09988
H -1.20488 -1.37693 -1.95808
O -0.52484 -1.92871 -2.36631
H -1.79211 4.68448 0.21284
H -0.36208 4.07631 0.35779
O -1.29586 3.85593 0.21447
H 4.93887 -0.66058 2.35866
H 3.73677 -1.11212 1.49452
O 4.44647 -0.43162 1.55671
H -1.56534 -4.99201 -0.75533
H -1.75521 -3.69806 0.09576
O -1.29389 -4.56483 0.07050
H 0.42386 2.36927 -1.62365
H -1.01673 2.87171 -1.41817
O -0.49042 2.18629 -1.87285
H -2.76569 0.62005 -0.73432
H -1.55819 0.71981 -1.70444
O -2.22822 0.09033 -1.37599
H 0.42445 -3.94469 -0.31250
H 0.62177 -2.77893 -1.31479
O 1.11146 -3.33528 -0.66913
```